No. 1
Below is a cluster of 15 separate species, C45H120O45S15 in total, with properties calculated with wB97M-V/def2-TZVPD.

Positions of all 225 atoms, in Å:
O -7.3539 -2.1424 -2.4229
S -6.0612 -2.2860 -1.8124
O -5.0476 -1.3020 -1.9911
O -6.4252 -2.3372 -0.3411
C -5.4362 -2.5398 0.7545
C -5.4195 -3.9453 1.2437
C -5.4067 -3.8411 -2.2179
H -5.5912 -1.7886 1.5286
H -4.4130 -2.2324 0.3897
H -5.4783 -4.7242 0.4877
H -6.2800 -4.0950 1.8301
H -4.5713 -4.1702 1.9141
H -4.5001 -4.1674 -1.6089
H -5.2685 -3.9316 -3.2926
H -6.2801 -4.4795 -1.9357
O -0.8990 -0.8548 -3.1974
S -0.4125 -0.6975 -4.5359
O 0.8943 -1.2696 -4.8998
O -1.4614 -1.4587 -5.4073
C -1.1732 -1.5691 -6.8442
C -2.2224 -2.4686 -7.3790
C -0.5628 0.9172 -4.9970
H -0.1496 -1.8365 -6.9735
H -1.3973 -0.6292 -7.3088
H -3.2654 -2.0691 -7.3913
H -2.3571 -3.2957 -6.6910
H -2.0338 -2.8201 -8.4054
H -0.6216 1.4967 -4.0974
H -1.5526 0.9739 -5.4513
H 0.2317 1.2161 -5.6890
O 5.4779 -0.5014 2.2220
S 5.8050 -1.7159 1.4952
O 5.0523 -2.1500 0.3521
O 7.3738 -1.6251 0.9530
C 8.2696 -0.6421 1.4578
C 8.0481 0.7312 0.8314
C 6.0553 -3.1820 2.5338
H 9.2837 -1.1077 1.3024
H 8.1351 -0.4997 2.5286
H 8.2358 0.8530 -0.2392
H 8.6813 1.4786 1.3614
H 7.0129 1.0207 1.0195
H 6.6614 -3.0315 3.4799
H 6.7356 -3.7508 1.8593
H 5.1460 -3.7424 2.7805
O 0.6757 -2.1278 4.8672
S 1.3173 -3.1807 4.1613
O 2.6965 -3.4692 4.4136
O 0.4585 -4.5153 4.4056
C 1.1408 -5.8168 4.3977
C 1.6338 -6.2961 5.7406
C 1.0780 -2.8242 2.4331
H 2.0561 -5.6888 3.7875
H 0.4263 -6.4379 3.8793
H 2.0240 -7.2781 5.7480
H 0.8999 -6.2529 6.5436
H 2.4347 -5.6374 6.1310
H 1.7954 -3.2609 1.7845
H 1.1618 -1.7675 2.5486
H 0.0186 -2.9846 2.2929
O -4.2854 -1.7445 6.0327
S -4.1092 -2.4486 4.7769
O -4.7734 -3.6570 4.4235
O -4.5689 -1.4500 3.6601
C -4.4299 -0.0298 3.9285
C -5.5799 0.7124 3.2030
C -2.3759 -2.6120 4.4891
H -3.5033 0.1639 3.3892
H -4.4160 0.1947 4.9859
H -5.7711 0.4550 2.1579
H -5.5028 1.8230 3.2953
H -6.5751 0.6076 3.7231
H -1.9874 -1.6231 4.6983
H -2.3324 -2.8364 3.4040
H -1.9740 -3.2420 5.2617
O -4.7317 4.1103 1.7534
S -5.2338 3.9070 0.4192
O -4.5300 3.1230 -0.5670
O -6.6694 3.2875 0.6173
C -7.3570 2.6414 -0.5422
C -7.2323 1.1628 -0.3569
C -5.6431 5.4838 -0.3470
H -6.7822 2.9947 -1.3824
H -8.4124 2.9854 -0.5465
H -7.7562 0.7667 0.5350
H -6.1509 0.8663 -0.2353
H -7.6824 0.6654 -1.2028
H -5.9218 5.3062 -1.3871
H -4.8232 6.2056 -0.1777
H -6.4253 6.0331 0.1377
O -1.4093 5.5201 7.4963
S -0.2652 5.1221 6.6528
O 1.0429 4.8942 7.1642
O -0.6403 3.7191 5.9561
C -2.0676 3.2696 5.8086
C -2.4869 3.3453 4.3122
C -0.1124 6.2366 5.2739
H -2.6440 4.0023 6.3752
H -2.0818 2.2495 6.1251
H -1.6555 3.0459 3.6884
H -2.7936 4.3876 4.2045
H -3.3729 2.7480 4.0795
H -1.0038 6.3879 4.6506
H 0.7282 5.8553 4.6328
H 0.1523 7.1770 5.6827
O 1.8335 2.9646 -1.4229
S 0.7886 3.7556 -2.0121
O -0.3512 3.0626 -2.5909
O 0.1262 4.7365 -1.0259
C 0.6779 4.9852 0.2578
C -0.2579 6.0075 0.8136
C 1.6465 4.7951 -3.1642
H 1.7298 5.3535 0.2738
H 0.5964 4.0993 0.7922
H 0.0193 6.9973 0.4351
H -0.0857 6.0197 1.9130
H -1.3053 5.6622 0.6519
H 0.8011 5.3629 -3.5680
H 2.2118 4.0958 -3.8099
H 2.3201 5.4205 -2.5391
O 4.3506 4.7512 2.8210
S 3.1953 4.0695 3.3606
O 1.8855 4.5545 3.0770
O 3.2899 2.5970 2.9350
C 2.2324 1.5847 3.2560
C 2.8126 0.6060 4.1894
C 3.4931 4.0450 5.0785
H 1.8058 1.2385 2.3187
H 1.5018 2.2333 3.6703
H 3.4650 -0.1507 3.7415
H 1.9880 0.0357 4.6619
H 3.4973 0.9264 4.9960
H 2.8562 3.2093 5.4224
H 3.2395 4.9289 5.6751
H 4.5243 3.6854 5.0372
O 1.9149 -4.6653 -0.3617
S 1.9299 -5.4650 -1.5877
O 2.1772 -6.9037 -1.4909
O 0.5813 -5.3959 -2.3639
C -0.1414 -3.9883 -2.5513
C -0.9105 -3.6175 -1.2874
C 3.0742 -4.6987 -2.6674
H -0.7515 -4.2317 -3.4231
H 0.6455 -3.2297 -2.7296
H -0.2199 -3.3048 -0.4400
H -1.5926 -4.4183 -0.9377
H -1.5672 -2.7720 -1.5942
H 3.2728 -5.2220 -3.5995
H 4.0103 -4.5327 -2.1579
H 2.6671 -3.7222 -2.8794
O 4.4324 5.5359 -1.6068
S 5.0005 4.2260 -1.7835
O 4.6532 3.4622 -2.9613
O 6.5589 4.3154 -1.8291
C 7.3210 3.1796 -2.1899
C 7.5987 3.0065 -3.6340
C 4.6979 3.2645 -0.3782
H 6.9295 2.3124 -1.7026
H 8.2715 3.3705 -1.6937
H 8.3369 2.2190 -3.7636
H 8.0804 3.8949 -3.9991
H 6.7197 2.7467 -4.2622
H 3.6669 2.9878 -0.4246
H 4.7387 3.9507 0.4874
H 5.4539 2.4692 -0.2578
O -4.3243 4.9501 -5.6014
S -4.5221 4.2801 -4.3736
O -5.7101 4.6226 -3.6227
O -4.4396 2.7647 -4.7079
C -5.1614 1.7157 -3.9870
C -5.0355 0.3910 -4.7615
C -3.0526 4.5105 -3.3609
H -6.1778 2.0170 -3.8202
H -4.7398 1.7000 -3.0167
H -5.2539 0.6697 -5.7907
H -5.8733 -0.1769 -4.4480
H -4.0617 -0.1512 -4.7262
H -2.7915 3.6743 -2.6811
H -3.1085 5.4507 -2.7954
H -2.1783 4.5297 -4.0349
O -2.1107 -4.5527 1.7980
S -2.3042 -5.8991 1.4186
O -3.0040 -6.3199 0.2247
O -0.8853 -6.4406 1.4287
C -0.2550 -7.4225 0.5079
C 0.9816 -7.9107 1.1213
C -3.0070 -6.8255 2.7720
H -0.0351 -6.8886 -0.4429
H -0.9610 -8.2661 0.3718
H 1.7160 -7.0912 1.1148
H 1.4139 -8.6614 0.5160
H 0.8180 -8.3634 2.1044
H -2.5305 -6.5671 3.7189
H -2.9147 -7.9052 2.5011
H -4.0768 -6.5990 2.9108
O 3.7353 0.6481 -7.7239
S 3.8837 1.2610 -6.4477
O 2.7123 1.8996 -5.8569
O 4.4426 0.1822 -5.4185
C 4.2403 0.4281 -4.0135
C 5.2971 -0.1963 -3.2151
C 5.2777 2.3693 -6.4597
H 3.3280 -0.1076 -3.7746
H 4.1984 1.5070 -3.8378
H 6.2923 0.2076 -3.3940
H 5.2842 -1.2791 -3.4542
H 5.0001 -0.1616 -2.1295
H 6.0821 1.5878 -6.5387
H 5.3975 2.8595 -5.5047
H 5.2022 2.9869 -7.3439
O -1.5132 -0.8407 1.9644
S -1.0243 0.0773 0.9665
O -0.4931 1.3190 1.4613
O 0.0717 -0.7065 0.2818
C 1.1015 -0.0578 -0.6632
C 2.4533 -0.4461 -0.2319
C -2.1486 0.3539 -0.2778
H 0.9067 0.9892 -0.5953
H 0.7980 -0.3914 -1.6315
H 2.7759 0.0090 0.7100
H 3.1068 -0.0575 -1.0011
H 2.6833 -1.5065 -0.2090
H -3.2130 0.4825 -0.0300
H -2.0279 -0.4398 -0.9872
H -1.8332 1.3193 -0.7367

HOMO: -10.81 eV
ΔE to the lowest compared entry with this formula, charge and spin: 1.252 eV
E: -11144.93424 a.u.
LUMO energy: 0.089 eV

Atom charges from the Mulliken analysis, given in e for atoms 1 to 2: -0.774, 1.042

---

No. 2
Below is a structure of composition C45H27N10O4Ti, with properties calculated with wB97M-V/def2-TZVPD.

Positions of all 87 atoms, in Å:
Ti 0.0154 -0.3015 0.0518
C 4.9735 4.2758 -2.0264
C 4.7800 3.6903 -3.2922
C 3.7533 2.7906 -3.5119
C 2.9115 2.4859 -2.4450
C 1.7799 1.5984 -2.2891
N 1.3384 0.7950 -3.2745
C 0.2219 0.1405 -3.1056
C -0.4475 -0.4793 -4.2597
C -0.0149 -0.7201 -5.5559
C -0.9210 -1.2873 -6.4386
C -2.2328 -1.5755 -6.0362
C -2.6645 -1.3055 -4.7476
C -1.7439 -0.7596 -3.8625
C -1.8496 -0.3510 -2.4624
N -2.9708 -0.2484 -1.8524
C -3.0481 0.1610 -0.5662
N -2.0087 0.3337 0.3292
C -2.5583 0.7246 1.5118
N -1.8869 0.9656 2.6763
C -0.6381 1.2299 2.6097
N 0.1414 1.3168 1.4511
C 1.2347 2.0886 1.7672
N 2.0995 2.6814 1.0048
C 2.0876 2.4999 -0.3318
N 1.2854 1.6713 -1.0366
C 3.1001 3.0743 -1.1868
C 4.1427 3.9714 -0.9645
C 1.2763 2.2963 3.2304
C 2.2127 2.9241 4.0351
C 1.9772 2.9293 5.4033
C 0.8263 2.3378 5.9372
C -0.1172 1.7328 5.1188
C 0.1377 1.7161 3.7572
C -3.9603 0.8166 1.3976
C -4.9807 1.1457 2.3108
C -6.2793 1.1140 1.8748
C -6.5942 0.7607 0.5305
C -5.6121 0.4374 -0.3678
C -4.2713 0.4587 0.0687
N -0.5810 0.0400 -2.0009
H 5.7958 4.9683 -1.8847
H 5.4551 3.9448 -4.1017
H 3.6049 2.3248 -4.4787
H 0.9967 -0.4702 -5.8508
H -0.6159 -1.5130 -7.4542
H -2.9185 -2.0195 -6.7489
H -3.6747 -1.5192 -4.4222
H 4.2934 4.4009 0.0183
H 3.0950 3.3733 3.5972
H 2.6957 3.3916 6.0706
H 0.6742 2.3517 7.0107
H -1.0133 1.2725 5.5151
H -4.7328 1.4090 3.3323
H -7.0856 1.3558 2.5586
H -7.6341 0.7441 0.2223
H -5.8458 0.1604 -1.3889
O -1.6951 -4.0675 -1.2766
C -0.9725 -3.1058 -1.0398
O -1.2902 -1.9783 -0.5469
C 0.5102 -3.1972 -1.2810
C 1.1857 -4.2731 -1.8335
C 2.5643 -4.1887 -1.9540
C 3.2277 -3.0597 -1.4872
C 2.4647 -2.0476 -0.9390
N 1.1451 -2.1135 -0.8759
C 2.9732 -0.8125 -0.2501
O 4.1549 -0.5334 -0.1973
O 2.0006 -0.2000 0.3321
H 0.6111 -5.1347 -2.1430
H 3.1240 -5.0074 -2.3903
H 4.3023 -2.9483 -1.5215
C -2.6248 -2.2676 1.9091
C -1.1952 -2.1796 2.3821
C -0.8603 -2.7184 3.5987
C 0.4734 -2.3540 3.8731
C 0.9263 -1.6237 2.8049
C 2.3468 -1.1398 2.7663
N -0.0919 -1.4959 1.8443
H -2.7982 -1.9988 0.8792
H -2.9619 -3.3005 2.0320
H -3.2580 -1.6399 2.5412
H -1.5424 -3.2803 4.2222
H 1.0713 -2.6010 4.7397
H 2.7535 -1.3037 3.7674
H 2.4692 -0.0871 2.5249
H 2.9822 -1.6937 2.0723

Total charge: -2
HOMO (spin up / spin down): -0.62 / -1.03 eV
ΔE to the lowest compared entry with this formula, charge and spin: 0.000 eV
E: -3429.37716 a.u.
LUMO energy (spin up / spin down): 4.255 / 3.735 eV
Spin multiplicity: 2

Atom charges from the Mulliken analysis, given in e for atoms 1 to 2: -2.171, -0.601

---

No. 3
Below is a structure of composition C45H28N5RuSe, with properties calculated with wB97M-V/def2-TZVPD.

Positions of all 80 atoms, in Å:
Ru 0.2334 0.0259 -0.2873
C 7.3169 2.8536 -0.4532
C 6.4359 3.6033 0.3084
C 5.0955 3.2631 0.3696
C 4.6239 2.1667 -0.3404
C 5.5082 1.4333 -1.1268
C 6.8475 1.7718 -1.1788
C 3.2238 1.6939 -0.2465
C 2.8989 0.9091 0.8719
C 3.6539 0.7758 2.0739
C 2.9130 0.0087 2.9309
C 1.7361 -0.3816 2.2262
N 1.7417 0.1893 0.9981
C 0.7989 -1.3429 2.6677
C -0.0583 -2.0513 1.8104
C -0.8586 -3.1841 2.1669
C -1.5195 -3.5787 1.0401
C -1.1616 -2.6653 0.0015
C -1.7616 -2.6064 -1.2595
C -2.8321 -3.5881 -1.5531
C -4.1378 -3.2233 -1.2334
C -5.1795 -4.1057 -1.4459
C -4.9299 -5.3542 -1.9902
C -3.6363 -5.7149 -2.3235
C -2.5863 -4.8375 -2.1056
C -1.6285 -1.5289 -2.1445
N -0.9906 -0.3548 -1.8071
C -1.3537 0.5750 -2.7056
C -1.0028 1.9793 -2.5946
C -2.0572 2.9360 -2.6797
C -3.3835 2.5153 -2.4184
C -4.4242 3.4101 -2.3575
C -4.2025 4.7634 -2.5771
C -2.9113 5.2001 -2.8468
C -1.8562 4.3161 -2.8817
C 0.3676 2.2893 -2.2680
C 1.2418 3.2721 -2.8032
C 2.4594 3.1052 -2.1882
C 2.3110 2.0512 -1.2462
N 1.0289 1.5566 -1.3476
C -2.1596 -0.0105 -3.7092
C -2.3228 -1.3351 -3.3644
N -0.2561 -1.7613 0.4931
C 0.7349 -1.5977 4.1201
C 1.1581 -2.7833 4.7085
C 1.0320 -2.9649 6.0755
C 0.4733 -1.9741 6.8655
C 0.0580 -0.7861 6.2863
C 0.1988 -0.5938 4.9244
H 8.3657 3.1102 -0.4852
H 6.7990 4.4521 0.8687
H 4.4082 3.8498 0.9619
H 5.1400 0.5919 -1.6948
H 7.5269 1.1833 -1.7783
H 4.6152 1.2165 2.2502
H 3.1673 -0.2994 3.9265
H -0.9296 -3.6156 3.1473
H -2.2179 -4.3873 0.9337
H -4.3243 -2.2471 -0.8083
H -6.1874 -3.8215 -1.1842
H -5.7457 -6.0416 -2.1571
H -3.4491 -6.6891 -2.7508
H -1.5773 -5.1199 -2.3699
H -3.5760 1.4750 -2.2086
H -5.4189 3.0516 -2.1319
H -5.0203 5.4672 -2.5257
H -2.7257 6.2488 -3.0278
H -0.8657 4.6935 -3.0692
H 1.0073 3.9659 -3.5871
H 3.3510 3.6847 -2.3277
H -2.5493 0.5039 -4.5661
H -2.8608 -2.0938 -3.8984
H 1.5940 -3.5544 4.0900
H 1.3704 -3.8859 6.5274
H 0.3646 -2.1258 7.9303
H -0.3736 -0.0082 6.8993
H -0.1274 0.3265 4.4615
Se -3.3640 -0.0244 2.5424
C -2.0792 0.6450 1.6028
N -1.1977 1.1084 0.9740

HOMO (spin up / spin down): -6.02 / -7.51 eV
ΔE to the lowest compared entry with this formula, charge and spin: 0.362 eV
E: -4501.68865 a.u.
LUMO energy (spin up / spin down): -1.228 / -2.604 eV
Spin multiplicity: 6

Atom charges from the Mulliken analysis, given in e for atoms 1 to 2: 0.509, -0.326

---

No. 4
Below is a structure of composition C45H29N8TeW, with properties calculated with wB97M-V/def2-TZVPD.

Positions of all 84 atoms, in Å:
W 0.2310 0.0836 0.6208
C 2.8838 5.1080 4.2839
C 4.0230 4.3179 4.3049
C 4.0558 3.0620 3.6815
C 2.9060 2.6633 3.0383
C 2.5756 1.4489 2.3092
N 1.2902 1.5366 1.8059
C 0.7595 2.7092 2.2752
N -0.5062 3.0811 2.1661
C -1.2599 2.5760 1.2312
C -2.6732 2.8444 0.9882
C -3.6243 3.5075 1.7344
C -4.8958 3.6340 1.1659
C -5.1762 3.1477 -0.1058
C -4.1994 2.5114 -0.8777
C -2.9565 2.3562 -0.3011
C -1.7116 1.8043 -0.8146
N -1.4441 1.5017 -2.0675
C -0.3019 0.9470 -2.3922
N 0.5519 0.2818 -1.5188
C 1.4113 -0.4442 -2.2903
N 2.2632 -1.3734 -1.8779
C 2.6382 -1.4105 -0.6263
N 2.2486 -0.5014 0.3399
C 3.1911 -0.5275 1.3268
N 3.3777 0.4124 2.2316
C 4.0669 -1.6785 1.1370
C 5.1310 -2.1531 1.8740
C 5.7990 -3.2716 1.3645
C 5.4338 -3.8447 0.1526
C 4.3838 -3.3287 -0.6152
C 3.6997 -2.2554 -0.0875
C 1.2255 -0.1233 -3.6995
C 1.8822 -0.5517 -4.8306
C 1.4366 -0.0243 -6.0503
C 0.3767 0.8699 -6.1115
C -0.2989 1.2847 -4.9567
C 0.1567 0.7754 -3.7602
N -0.7722 1.8125 0.1829
C 1.7580 3.4605 3.0176
C 1.7115 4.6879 3.6380
H 2.8977 6.0688 4.7802
H 4.9054 4.6767 4.8170
H 4.9421 2.4435 3.7092
H -3.4028 3.9159 2.7110
H -5.6772 4.1326 1.7234
H -6.1702 3.2775 -0.5119
H -4.4118 2.1629 -1.8792
H 5.4409 -1.6853 2.7984
H 6.6277 -3.6919 1.9179
H 5.9847 -4.7011 -0.2121
H 4.1277 -3.7559 -1.5750
H 2.6991 -1.2586 -4.7870
H 1.9275 -0.3231 -6.9666
H 0.0646 1.2531 -7.0735
H -1.1322 1.9719 -5.0088
H 0.8212 5.3013 3.6348
C -0.1878 -4.3373 1.4238
C -0.3795 -2.8735 1.6328
C 0.5862 -2.1096 2.2264
C 0.3446 -0.8196 2.8394
C -0.8873 -0.2164 2.6568
C -1.6236 -0.7374 1.5505
C -1.6583 -2.2237 1.2371
H 0.8480 -4.6341 1.5752
H -0.5214 -4.6707 0.4424
H -0.7969 -4.8610 2.1686
H 1.5485 -2.5665 2.4307
H 1.0344 -0.4718 3.5952
H -1.2054 0.6391 3.2373
H -2.5520 -0.2245 1.3085
H -2.5601 -2.7709 1.5154
Te -1.4331 -2.1681 -0.9124
C -3.3283 -2.2136 -1.8366
C -4.4852 -2.5198 -1.1328
C -5.6837 -2.6257 -1.8258
C -5.7172 -2.4178 -3.1972
C -4.5534 -2.1046 -3.8857
C -3.3471 -1.9990 -3.2088
H -4.4686 -2.6896 -0.0634
H -6.5900 -2.8771 -1.2918
H -6.6522 -2.5080 -3.7329
H -4.5822 -1.9515 -4.9561
H -2.4410 -1.7729 -3.7610

Total charge: +3
HOMO: -15.06 eV
ΔE to the lowest compared entry with this formula, charge and spin: 0.000 eV
E: -2504.52568 a.u.
LUMO energy: -10.815 eV

Atom charges from the Mulliken analysis, given in e for atoms 1 to 2: 2.145, -0.718

---

Question: Which of these has the highest ΔE to the lowest compared entry with this formula, charge and spin?
Answer: C45H120O45S15